--- P ---
15
Properties=species:S:1:pos:R:3 method="wB97M-V/def2-TZVPD" orbital_gap_ev=11.7697 homo_ev=-15.1 multiplicity=1 total_charge=+1
C -1.226 0.463 -0.164
C -0.240 0.843 0.930
C -0.089 -1.356 0.548
C 1.583 -0.092 -0.543
C -1.222 -1.010 -0.059
O 0.775 -0.212 0.843
H -2.090 1.082 0.117
H -1.178 0.687 -1.237
H 0.203 1.821 0.787
H -0.820 0.634 1.850
H 0.393 -2.174 0.807
H 2.564 -0.549 -0.296
H 0.911 -0.572 -1.215
H 1.579 0.964 -0.753
H -2.059 -1.587 -0.438

--- Q ---
15
Properties=species:S:1:pos:R:3 method="wB97M-V/def2-TZVPD" orbital_gap_ev=12.7757 homo_ev=-15.7 multiplicity=1 total_charge=+1
C -0.909 -0.287 0.893
C 0.308 -1.231 0.505
C -1.234 0.491 -0.386
C 1.144 1.255 -0.404
C 1.085 -0.441 -0.505
O 0.101 0.525 -1.108
H -1.828 -0.813 0.932
H -0.572 0.304 1.851
H 0.787 -1.599 1.372
H -0.126 -2.017 -0.078
H -1.796 -0.144 -1.051
H -1.451 1.563 -0.275
H 0.840 1.444 0.610
H 1.802 1.686 -1.066
H 1.847 -0.736 -1.291

Decreasing stability: P, Q

--- P ---
27
Properties=species:S:1:pos:R:3 method="wB97M-V/def2-TZVPD" orbital_gap_ev=9.8323 homo_ev=-9.5 smiles="C[C@H](N)C(=O)N[C@@H](CC(N)=O)C(=O)O" multiplicity=1
C 0.013 2.628 2.067
C 0.407 2.484 0.755
N -0.100 3.706 0.033
C -0.159 1.088 0.391
O -1.260 1.041 -0.091
N 0.683 0.094 0.682
C 0.378 -1.262 0.252
C 0.013 -1.381 -1.234
C -1.043 -2.362 -1.429
N -1.983 -1.946 -2.373
O -1.052 -3.541 -0.925
C 1.649 -2.105 0.551
O 2.688 -1.637 0.984
O 1.504 -3.425 0.320
H -1.008 2.726 2.271
H 0.635 3.400 2.598
H 0.246 1.525 2.604
H 1.523 2.470 0.554
H -1.145 3.643 0.027
H 0.265 3.566 -0.886
H 1.610 0.212 1.244
H -0.477 -1.501 0.793
H 0.899 -1.681 -1.883
H -0.234 -0.428 -1.674
H -2.751 -2.562 -2.565
H -1.894 -1.031 -3.029
H 0.593 -3.723 -0.037

--- Q ---
27
Properties=species:S:1:pos:R:3 method="wB97M-V/def2-TZVPD" orbital_gap_ev=9.6991 homo_ev=-9.3 smiles="NC(=O)CC[C@H](N)C(=O)NCC(=O)O" multiplicity=1
N 0.594 -0.239 -3.589
C 1.201 -1.355 -2.991
O 1.962 -2.151 -3.482
C 0.909 -1.244 -1.488
C -0.395 -0.580 -1.008
C -0.987 -0.891 0.416
N -2.237 -0.056 0.647
C 0.230 -0.626 1.342
O 0.542 -1.525 2.083
N 0.928 0.555 1.102
C 0.387 1.921 1.193
C 0.095 1.895 2.722
O 0.885 1.812 3.585
O -1.198 1.437 2.997
H 0.723 0.570 -2.986
H 0.519 0.006 -4.625
H 1.032 -2.223 -0.972
H 1.826 -0.714 -1.231
H -1.272 -0.981 -1.626
H -0.471 0.439 -1.275
H -1.413 -1.932 0.570
H -3.060 -0.443 0.135
H -2.242 0.136 1.691
H 1.891 0.317 1.431
H 1.176 2.569 0.763
H -0.591 1.970 0.627
H -1.035 1.333 3.969

Decreasing stability: P, Q

--- P ---
126
Properties=species:S:1:pos:R:3 method="wB97M-V/def2-TZVPD" orbital_gap_ev=4.6927 homo_ev=-1.4 multiplicity=1 total_charge=-2
Na 0.707 -0.096 0.798
C 5.297 -1.024 1.502
O 4.439 -1.902 2.264
C 3.211 -1.731 1.714
N 3.051 -0.836 0.840
C 4.309 -0.067 0.827
C 4.740 0.457 -0.521
C 3.791 0.843 -1.462
C 4.187 1.365 -2.680
C 5.536 1.519 -2.977
C 6.485 1.155 -2.038
C 6.087 0.628 -0.816
C 2.141 -2.593 2.257
C 2.412 -3.740 2.994
C 1.343 -4.428 3.539
C 0.057 -3.947 3.354
C -0.102 -2.800 2.591
N 0.915 -2.149 2.049
C -1.422 -2.194 2.319
N -1.635 -1.331 1.423
C -3.063 -1.004 1.471
C -3.554 -1.735 2.740
O -2.462 -2.613 3.093
C -3.363 0.475 1.468
C -2.395 1.431 1.743
C -2.728 2.780 1.726
C -4.027 3.182 1.458
C -5.005 2.229 1.203
C -4.667 0.885 1.199
H 5.831 -1.629 0.766
H 5.986 -0.545 2.193
H 4.118 0.799 1.476
H 2.741 0.705 -1.245
H 3.435 1.629 -3.414
H 5.842 1.895 -3.945
H 7.540 1.250 -2.265
H 6.845 0.331 -0.098
H 3.434 -4.066 3.123
H 1.512 -5.331 4.112
H -0.807 -4.438 3.780
H -3.522 -1.432 0.571
H -4.441 -2.347 2.581
H -3.721 -1.045 3.569
H -1.374 1.140 1.957
H -1.950 3.514 1.895
H -4.276 4.236 1.414
H -6.012 2.534 0.952
H -5.424 0.145 0.956
N 1.742 10.046 4.040
C 1.627 8.958 3.683
C 1.483 7.600 3.238
C 2.392 7.066 2.325
C 2.248 5.757 1.901
C 1.210 4.963 2.384
C 0.311 5.506 3.300
C 0.437 6.816 3.723
C 1.064 3.550 1.929
C 1.238 2.577 2.940
C 1.693 2.831 4.266
C 1.744 1.607 4.901
C 1.313 0.664 3.937
N 1.017 1.226 2.772
C 0.765 3.378 0.589
C 0.454 4.433 -0.345
C 0.180 3.827 -1.535
C 0.336 2.421 -1.301
N 0.671 2.150 -0.062
H 3.203 7.679 1.955
H 2.943 5.331 1.190
H -0.490 4.884 3.678
H -0.267 7.238 4.428
H 1.967 3.790 4.678
H 2.051 1.401 5.915
H 1.211 -0.405 4.076
H 0.416 5.488 -0.125
H -0.117 4.292 -2.462
H 0.181 1.625 -2.018
O 0.927 -4.001 -0.114
C 0.065 -4.355 -0.908
C -1.234 -4.991 -0.443
C -2.479 -4.202 -0.863
C -2.960 -4.532 -2.273
C -2.014 -4.055 -3.371
C -0.623 -4.680 -3.293
N 0.223 -4.166 -2.235
H -1.156 -5.052 0.643
H -1.290 -6.018 -0.826
H -2.258 -3.133 -0.809
H -3.285 -4.401 -0.148
H -3.947 -4.091 -2.430
H -3.080 -5.623 -2.359
H -1.917 -2.968 -3.321
H -2.444 -4.309 -4.346
H -0.084 -4.490 -4.221
H -0.716 -5.773 -3.211
H 1.108 -3.719 -2.481
Te 3.643 -2.854 -2.047
C 5.156 -2.197 -3.368
C 6.504 -2.193 -2.986
C 7.503 -1.721 -3.824
C 7.191 -1.225 -5.085
C 5.861 -1.220 -5.487
C 4.867 -1.699 -4.645
H 6.765 -2.567 -2.002
H 8.534 -1.730 -3.486
H 7.969 -0.851 -5.741
H 5.592 -0.836 -6.466
H 3.833 -1.677 -4.972
S -6.158 3.131 -2.246
C -5.139 1.807 -2.106
S -3.414 1.919 -2.184
C -3.236 0.187 -1.890
N -4.396 -0.398 -1.732
N -5.441 0.514 -1.865
C -6.731 -0.043 -1.657
C -7.837 0.373 -2.390
C -9.070 -0.217 -2.159
C -9.211 -1.223 -1.213
C -8.099 -1.647 -0.501
C -6.861 -1.065 -0.721
S -1.723 -0.555 -1.820
H -7.725 1.158 -3.120
H -9.928 0.113 -2.731
H -10.178 -1.679 -1.040
H -8.190 -2.441 0.230
H -5.980 -1.406 -0.197

--- Q ---
126
Properties=species:S:1:pos:R:3 method="wB97M-V/def2-TZVPD" orbital_gap_ev=4.3181 homo_ev=-1.0 multiplicity=1 total_charge=-2
Na 0.002 0.174 1.155
C 2.297 -1.110 4.996
O 0.894 -1.160 5.230
C 0.300 -1.055 3.977
N 1.111 -1.027 2.978
C 2.422 -0.657 3.529
C 3.628 -1.120 2.758
C 3.547 -1.197 1.368
C 4.656 -1.537 0.619
C 5.869 -1.797 1.246
C 5.962 -1.705 2.621
C 4.842 -1.373 3.377
C -1.120 -0.972 3.904
C -1.949 -1.256 5.010
C -3.296 -1.008 4.916
C -3.811 -0.456 3.743
C -2.918 -0.217 2.705
N -1.626 -0.487 2.760
C -3.354 0.449 1.471
N -2.716 0.452 0.382
C -3.489 1.194 -0.596
C -4.638 1.806 0.253
O -4.541 1.132 1.507
C -2.719 2.237 -1.365
C -1.462 2.664 -0.961
C -0.769 3.594 -1.723
C -1.331 4.116 -2.878
C -2.603 3.718 -3.265
C -3.290 2.778 -2.515
H 2.728 -2.106 5.140
H 2.749 -0.408 5.700
H 2.452 0.444 3.492
H 2.617 -0.935 0.894
H 4.576 -1.583 -0.460
H 6.744 -2.054 0.661
H 6.907 -1.898 3.115
H 4.928 -1.305 4.457
H -1.501 -1.651 5.911
H -3.961 -1.220 5.745
H -4.856 -0.205 3.637
H -3.880 0.465 -1.318
H -5.628 1.641 -0.173
H -4.492 2.880 0.408
H -1.012 2.259 -0.065
H 0.231 3.883 -1.424
H -0.773 4.807 -3.496
H -3.038 4.110 -4.175
H -4.277 2.451 -2.828
N 5.786 9.112 0.027
C 5.164 8.154 0.172
C 4.406 6.967 0.353
C 5.055 5.746 0.570
C 4.319 4.590 0.731
C 2.924 4.617 0.698
C 2.285 5.840 0.489
C 3.009 7.001 0.309
C 2.128 3.375 0.838
C 1.239 3.316 1.926
C 1.173 4.258 2.998
C 0.192 3.802 3.850
C -0.302 2.613 3.260
N 0.317 2.314 2.129
C 2.321 2.406 -0.144
C 3.144 2.556 -1.314
C 3.020 1.394 -2.023
C 2.139 0.572 -1.263
N 1.716 1.161 -0.164
H 6.136 5.724 0.598
H 4.820 3.644 0.891
H 1.204 5.859 0.448
H 2.506 7.941 0.123
H 1.789 5.136 3.119
H -0.139 4.246 4.777
H -1.099 1.985 3.633
H 3.723 3.425 -1.583
H 3.477 1.146 -2.967
H 1.831 -0.433 -1.506
O -1.416 -3.277 1.842
C -1.987 -3.743 0.860
C -3.498 -3.887 0.843
C -4.140 -3.165 -0.350
C -4.202 -4.045 -1.599
C -2.832 -4.224 -2.245
C -1.824 -4.939 -1.341
N -1.315 -4.158 -0.228
H -3.849 -3.454 1.779
H -3.773 -4.948 0.834
H -3.559 -2.265 -0.570
H -5.154 -2.861 -0.074
H -4.873 -3.592 -2.334
H -4.615 -5.027 -1.330
H -2.426 -3.247 -2.502
H -2.940 -4.807 -3.166
H -0.960 -5.212 -1.946
H -2.277 -5.862 -0.953
H -0.328 -3.928 -0.209
Te 1.426 -3.649 2.201
C 3.363 -4.569 2.184
C 4.152 -4.699 3.329
C 5.403 -5.296 3.290
C 5.904 -5.809 2.103
C 5.133 -5.701 0.953
C 3.896 -5.079 0.995
H 3.791 -4.307 4.273
H 6.001 -5.352 4.194
H 6.877 -6.288 2.075
H 5.515 -6.082 0.011
H 3.318 -4.983 0.083
S -1.289 2.454 -6.581
C -1.384 1.299 -5.386
S -0.200 1.055 -4.144
C -1.272 -0.210 -3.374
N -2.367 -0.348 -4.056
N -2.418 0.446 -5.178
C -3.558 0.292 -5.993
C -3.481 0.294 -7.383
C -4.629 0.098 -8.132
C -5.854 -0.102 -7.513
C -5.927 -0.109 -6.128
C -4.785 0.078 -5.369
S -0.808 -1.085 -2.040
H -2.531 0.439 -7.871
H -4.568 0.094 -9.213
H -6.745 -0.260 -8.108
H -6.881 -0.257 -5.639
H -4.812 0.053 -4.289

Decreasing stability: P, Q

--- P ---
23
Properties=species:S:1:pos:R:3 method="wB97M-V/def2-TZVPD" orbital_gap_ev=9.9016 homo_ev=-9.1 multiplicity=1
C 2.574 -0.601 -0.091
C -1.556 0.119 0.287
C -0.804 0.417 -0.772
C 3.691 -1.027 0.853
C -1.254 0.643 1.703
C -2.778 -0.651 0.068
C -1.049 0.319 -2.225
O 2.179 -1.127 -1.103
O 0.533 2.585 0.249
O 1.982 0.498 0.346
S 0.816 1.448 -0.569
H 3.777 -0.115 1.533
H 4.630 -1.059 0.264
H 3.398 -2.086 1.120
H -0.650 -0.053 2.371
H -2.149 0.790 2.191
H -0.928 1.641 1.676
H -3.716 -0.004 0.153
H -2.838 -1.296 1.043
H -2.699 -1.225 -0.867
H -0.622 -0.655 -2.808
H -0.450 1.086 -2.817
H -2.087 0.354 -2.604

--- Q ---
23
Properties=species:S:1:pos:R:3 method="wB97M-V/def2-TZVPD" orbital_gap_ev=9.9570 homo_ev=-9.4 smiles="CC1=C(C)S(=O)(=O)OC1(C)C" multiplicity=1
C -1.687 -1.042 -0.259
C -0.339 -0.372 -0.118
C 0.951 -1.096 -0.118
C 1.131 -2.559 -0.141
S 2.128 0.210 0.113
O 2.395 0.352 1.531
O 3.257 0.198 -0.801
O 1.172 1.406 -0.332
C -0.199 1.151 -0.027
C -0.441 1.447 1.393
C -1.060 1.885 -1.030
H -2.029 -0.911 -1.256
H -2.131 -0.373 0.518
H -1.626 -2.123 -0.029
H 1.406 -2.914 0.905
H 1.832 -2.987 -0.796
H 0.259 -3.038 -0.477
H 0.289 0.871 1.984
H -1.424 1.294 1.684
H -0.038 2.492 1.551
H -1.291 1.272 -1.983
H -0.442 2.662 -1.638
H -2.113 2.176 -0.673

Decreasing stability: Q, P

--- P ---
22
Properties=species:S:1:pos:R:3 method="wB97M-V/def2-TZVPD" orbital_gap_ev="7.4908 / 7.4925" homo_ev="-7.5 / -7.5" multiplicity=1
C 1.840 1.840 -0.157
C 3.180 1.456 -0.352
C 0.824 0.992 0.151
C 3.626 0.241 -0.072
C -0.646 1.244 0.437
C -1.214 -0.139 0.709
C -0.091 -1.166 0.429
C -0.340 -1.843 -0.905
N 1.039 -0.299 0.305
N 2.299 -0.763 0.384
O 4.605 -0.397 -0.085
O 2.562 -1.957 0.466
H 1.541 2.916 -0.145
H 3.786 2.260 -0.832
H -0.744 2.024 1.286
H -1.126 1.773 -0.545
H -1.559 -0.026 1.865
H -2.182 -0.454 0.261
H 0.040 -1.845 1.163
H 0.407 -2.755 -1.140
H -0.540 -1.050 -1.560
H -1.319 -2.378 -0.873

--- Q ---
22
Properties=species:S:1:pos:R:3 method="wB97M-V/def2-TZVPD" orbital_gap_ev=8.8298 homo_ev=-9.4 smiles="C=C(c1ccccc1)[N+](=O)[O-].N" multiplicity=1
C 2.254 -2.000 1.314
C 1.080 -1.403 1.427
C 0.139 -1.092 0.355
C 0.662 -0.821 -0.891
C -0.166 -0.241 -1.832
C -1.530 -0.379 -1.656
C -2.108 -0.874 -0.481
C -1.251 -1.078 0.604
N 0.886 -0.807 2.743
O -0.009 0.002 2.791
O 1.558 -1.269 3.669
H 2.497 -2.456 0.410
H 2.926 -2.094 2.113
H 1.709 -0.691 -1.045
H 0.267 0.224 -2.651
H -2.143 0.105 -2.330
H -3.179 -0.790 -0.371
H -1.774 -1.125 1.566
N -0.857 1.972 0.674
H -1.845 1.971 0.383
H -0.849 1.237 1.395
H -0.290 1.631 -0.044

--- R ---
22
Properties=species:S:1:pos:R:3 method="wB97M-V/def2-TZVPD" orbital_gap_ev=9.3517 homo_ev=-8.6 smiles="C=CC[C@@]12CN[C@@H](NC1=O)C2=O" multiplicity=1
C 3.275 -0.010 0.188
C 2.351 0.603 -0.482
C 1.041 1.187 0.065
C -0.236 0.342 -0.003
C -0.201 -1.096 0.643
N -1.178 -1.848 -0.124
C -2.050 -0.855 -0.705
N -2.539 -0.010 0.341
C -1.517 0.798 0.866
O -1.615 1.641 1.768
C -1.107 0.408 -1.309
O -1.131 1.108 -2.252
H 4.213 -0.252 -0.260
H 3.094 -0.001 1.236
H 2.669 0.740 -1.506
H 0.699 2.178 -0.305
H 1.045 1.454 1.195
H 0.827 -1.579 0.550
H -0.288 -1.142 1.764
H -0.937 -2.499 -0.852
H -2.844 -1.197 -1.325
H -3.571 0.028 0.509

Decreasing stability: R, Q, P